Entry from the Open Molecules 2025 dataset: 2 unconnected molecules or ions with the total composition C2H6OS2 (ωB97M-V with the def2-TZVPD basis set).

Summary:
**Molar mass**: 110.2 g/mol
**Highest occupied orbital energy**: -9.185 eV
**ΔE to the lowest compared entry with this formula, charge and spin**: 100.7 kJ/mol
**Gap between HOMO and LUMO**: 0.3412 hartree

Element x y z (Å)
C  0.14  -1.04  2.33
C  0.49  -0.84  0.93
O  1.17  0.02  0.34
H  0.52  -2.02  2.83
H  0.57  -0.19  3.04
H  -0.97  -1.04  2.48
H  -0.29  -1.49  0.34
S  -0.43  2.70  -3.01
S  -0.55  0.73  -3.91
H  -1.34  2.57  -2.09
H  0.69  0.60  -3.29